A gas-phase ion, C4H12N3 (charge +1) at a distorted geometry, computed with the ωB97M-V functional and the def2-TZVPD basis.

Energy above the lowest of the compared OMol25 structures with the same formula, charge and spin (kcal/mol): 37.0
SMILES string: N/C=[NH+]\CCCN

Structure (ORCA input):
```
! RIJCOSX wB97M-V def2-TZVPD def2/J DEFGRID3
* xyz 1 1
N -2.8379 0.3476 -0.0806
C -1.9436 -0.2227 -0.8265
N -0.6972 -0.5251 -0.4108
C -0.2892 -0.4581 0.9760
C 1.2178 -0.4731 1.0528
C 1.7770 0.6175 0.1469
N 1.5767 0.2497 -1.2591
H -3.7510 0.7317 -0.4928
H -2.9077 0.2789 0.9713
H -2.1931 -0.5119 -1.8072
H 0.0576 -0.3408 -1.1754
H -0.7773 0.4788 1.4218
H -0.7458 -1.4694 1.3045
H 1.5194 -0.1804 2.0803
H 1.6071 -1.5236 0.8721
H 2.8526 0.8510 0.2565
H 1.3031 1.6205 0.3914
H 1.9259 0.9784 -1.8683
H 2.3057 -0.4489 -1.5528
*
```

A molecular structure, C12H21N3O7S at a distorted geometry, computed with the ωB97M-V functional and the def2-TZVPD basis.

Structure (ORCA input):
```
! RIJCOSX wB97M-V def2-TZVPD def2/J DEFGRID3
* xyz 0 1
C -0.7103 4.6338 0.4183
O 0.2520 3.8349 1.0989
C 0.0872 2.4528 0.9838
C 0.3044 1.8445 -0.4113
C 0.7465 0.4008 -0.1087
O 1.1256 -0.3265 -1.2704
N 0.1489 -1.2573 -1.7411
O 0.0404 -2.1652 -1.0263
O 1.4263 2.4736 -1.0506
S 1.1549 2.5634 -2.6332
O 0.7910 3.8927 -2.8937
O 2.1557 1.9515 -3.3736
O -0.1791 1.6721 -2.6958
C -0.8233 1.8767 -1.4103
C -2.0252 0.9776 -1.2311
C -3.0870 1.5854 -0.3603
C -3.3483 0.9485 0.9887
N -3.7413 2.5724 -0.7823
H -0.3602 4.8477 -0.5851
H -1.6525 4.1083 0.3285
H -0.8654 5.5596 0.9511
H -0.8579 2.1256 1.4141
H 0.8623 2.0344 1.6126
H -0.0509 -0.0887 0.4472
H 1.6089 0.4140 0.5367
H -1.2585 2.8619 -1.5215
H -1.8039 -0.0195 -0.8818
H -2.4593 0.8711 -2.2166
H -3.0101 1.5918 1.7899
H -2.8170 0.0079 1.0670
H -4.3947 0.7086 1.0923
H -4.4232 2.8585 -0.0801
C 2.0553 -4.2700 -0.1545
C 2.8068 -5.2601 0.7264
C 2.1228 -5.4772 2.0802
C 2.0805 -4.2518 2.8764
N 2.0363 -3.2815 3.4873
H 2.0114 -3.2846 0.3082
H 2.5525 -4.1614 -1.1185
H 1.0339 -4.6073 -0.3375
H 3.8288 -4.9105 0.8812
H 2.8758 -6.2231 0.2177
H 2.6551 -6.2431 2.6461
H 1.1051 -5.8421 1.9320
*
```

2 unconnected molecules or ions with the total composition C3H7N4O at a distorted geometry, computed with the ωB97M-V functional and the def2-TZVPD basis.

Energy above the lowest of the compared OMol25 structures with the same formula, charge and spin (kcal/mol): 69.6

Structure (ORCA input):
```
! RIJCOSX wB97M-V def2-TZVPD def2/J DEFGRID3
* xyz 1 1
C 0.7151 0.4273 -0.0122
C 1.4239 -0.5138 0.9611
C 0.6755 -1.6415 0.2319
N -2.4656 0.1801 -1.4121
N -0.0097 -0.5505 -0.4962
N -2.9749 0.5724 -0.4945
N 0.5266 1.6714 -0.3772
O -3.4523 0.9977 0.4450
H 2.5625 -0.3967 0.9993
H 1.2472 -0.1718 1.9023
H 1.4373 -2.3063 -0.2768
H -0.0679 -2.1587 0.8901
H -0.6475 -0.4601 -1.2627
H 1.0982 2.3650 0.0423
H -0.0684 1.9857 -1.1403
*
```

C3H9NO in the gas phase at a distorted geometry, computed with the ωB97M-V functional and the def2-TZVPD basis.

Energy above the lowest of the compared OMol25 structures with the same formula, charge and spin (kcal/mol): 42.7
SMILES string: NCCCO

Structure (ORCA input):
```
! RIJCOSX wB97M-V def2-TZVPD def2/J DEFGRID3
* xyz 0 1
N 0.5572 -1.7088 0.8510
C 0.0476 -1.0681 -0.4088
C -0.7995 0.1225 0.0093
C -0.0823 1.4401 0.2699
O 0.2556 1.9911 -0.9333
H 1.3110 -2.4741 0.6459
H 1.1549 -0.9578 1.2784
H 0.8798 -0.7245 -1.0816
H -0.7113 -1.6598 -1.0220
H -1.3196 -0.2007 0.9332
H -1.7704 0.2503 -0.6414
H 0.7456 1.5090 0.9082
H -0.8500 2.1901 0.7457
H 0.5812 1.2906 -1.5545
*
```

Number 1: HOMO level -13.82 eV, lowest unoccupied orbital energy -3.180 eV. Number 2: HOMO level -10.30 eV, lowest unoccupied orbital energy -0.615 eV. Number 3: HOMO level -15.31 eV, lowest unoccupied orbital energy -3.128 eV. Number 4: HOMO level -9.86 eV, lowest unoccupied orbital energy 0.920 eV.